<a>
{
  "formula": "C10H36O13",
  "method": "the ωB97M-V functional and the def2-TZVPD basis",
  "symbols": ["O", "C", "C", "O", "H", "H", "H", "H", "H", "H", "O", "C", "C", "O", "H", "H", "H", "H", "H", "H", "O", "C", "C", "O", "H", "H", "H", "H", "H", "H", "O", "C", "C", "O", "H", "H", "H", "H", "H", "H", "O", "C", "C", "O", "H", "H", "H", "H", "H", "H", "O", "H", "H", "O", "H", "H", "O", "H", "H"],
  "xyz": [[-1.7515, 3.1497, 0.4632], [-0.8464, 4.0760, -0.1024], [-1.5677, 4.8765, -1.2923], [-0.9851, 6.1432, -1.5246], [-1.7609, 2.3683, -0.0944], [-0.5506, 4.7561, 0.6964], [0.0755, 3.6407, -0.4881], [-2.5679, 5.1090, -0.9268], [-1.5124, 4.2953, -2.2127], [-1.0654, 6.6771, -0.7308], [1.0138, -2.3060, -0.3958], [1.1502, -3.7832, -0.3976], [1.7449, -4.1880, 0.9276], [2.8634, -3.4337, 1.3123], [1.9009, -1.9627, -0.5255], [0.0967, -4.0161, -0.5529], [1.9605, -3.8392, -1.1245], [2.1509, -5.1995, 0.9246], [1.0892, -4.0004, 1.7779], [3.4061, -3.8949, 1.9560], [-2.5964, -2.5235, 0.7290], [-2.9960, -1.8599, 1.9958], [-1.7263, -1.1501, 2.5505], [-2.0091, 0.0983, 3.1627], [-2.1484, -3.3678, 0.8181], [-3.7358, -1.0778, 1.8251], [-3.3763, -2.5393, 2.7587], [-0.9207, -1.0531, 1.8227], [-1.3856, -1.8128, 3.3459], [-1.3638, 0.2910, 3.8468], [1.1261, 1.1543, -3.1092], [0.3854, 0.1492, -3.9758], [1.0406, -1.2609, -3.8179], [2.4447, -1.3021, -4.1287], [0.9400, 0.9719, -2.1852], [-0.6478, 0.3341, -3.6821], [0.5302, 0.4048, -5.0254], [0.5686, -1.8993, -4.5647], [0.7737, -1.6351, -2.8295], [2.8031, -0.7938, -3.3974], [1.5996, -0.3482, 2.2937], [1.6292, 1.0538, 2.6944], [2.8815, 1.8480, 2.3372], [3.1020, 1.6672, 0.9420], [2.4541, -0.6956, 2.5596], [0.8981, 1.5931, 2.0921], [1.3287, 1.1964, 3.7324], [3.7874, 1.4496, 2.7941], [2.8365, 2.9226, 2.5144], [2.4591, 0.9904, 0.7181], [-2.5318, 0.7078, -0.2629], [-3.3031, 1.2655, -0.1617], [-2.4373, 0.2729, 0.5845], [0.1818, 0.5069, -0.6765], [-0.6092, 0.2799, -1.1655], [0.3519, -0.2580, -0.1267], [-2.3385, -1.5021, -1.9215], [-2.3050, -1.9546, -1.0787], [-2.5351, -0.5924, -1.6978]],
  "nbo_charge": [-0.745, -0.091, -0.082, -0.720, 0.484, 0.158, 0.178, 0.157, 0.182, 0.461, -0.754, -0.106, -0.091, -0.744, 0.473, 0.211, 0.199, 0.174, 0.164, 0.479, -0.762, -0.086, -0.106, -0.734, 0.484, 0.192, 0.188, 0.189, 0.163, 0.482, -0.782, -0.100, -0.105, -0.708, 0.485, 0.181, 0.183, 0.175, 0.175, 0.468, -0.728, -0.126, -0.095, -0.713, 0.476, 0.200, 0.168, 0.156, 0.193, 0.469, -0.962, 0.494, 0.494, -0.970, 0.491, 0.498, -0.976, 0.484, 0.477],
  "homo_lumo_gap_ev": 9.413,
  "smiles": "OCCO.OCCO.OCCO.OCCO.OCCO.O.O.O",
  "charge": 0
}

---

<b>
{
  "formula": "C10H36O13",
  "method": "the ωB97M-V functional and the def2-TZVPD basis",
  "symbols": ["O", "C", "C", "O", "H", "H", "H", "H", "H", "H", "O", "C", "C", "O", "H", "H", "H", "H", "H", "H", "O", "C", "C", "O", "H", "H", "H", "H", "H", "H", "O", "C", "C", "O", "H", "H", "H", "H", "H", "H", "O", "C", "C", "O", "H", "H", "H", "H", "H", "H", "O", "H", "H", "O", "H", "H", "O", "H", "H"],
  "xyz": [[-1.1724, -0.6027, 0.7360], [-1.0359, -1.1422, -0.5969], [-0.3032, -0.1026, -1.4319], [-1.1223, 1.0273, -1.6827], [-0.4598, -1.0168, 1.2431], [-0.4895, -2.0837, -0.5766], [-2.0340, -1.2419, -1.0160], [-0.0850, -0.4985, -2.4293], [0.6347, 0.1952, -0.9482], [-1.0001, 1.6675, -0.9645], [0.0438, -2.8448, 1.9008], [1.3236, -2.6614, 2.4862], [2.0394, -3.9814, 2.7588], [2.5584, -4.5849, 1.5764], [-0.3845, -3.5687, 2.3692], [1.9452, -2.0160, 1.8641], [1.2181, -2.1305, 3.4427], [1.3562, -4.6580, 3.2707], [2.9253, -3.8523, 3.3902], [3.2441, -4.0391, 1.1879], [-1.0339, 3.0358, 0.3607], [-0.7910, 2.6775, 1.7151], [-0.0576, 3.7727, 2.4758], [1.3362, 3.6289, 2.1915], [-0.2645, 3.5256, 0.0386], [-1.7689, 2.4618, 2.1536], [-0.2380, 1.7323, 1.7659], [-0.2460, 3.7079, 3.5494], [-0.3945, 4.7339, 2.0911], [1.6016, 2.7856, 2.5704], [-3.6760, -0.4552, 2.0703], [-4.5998, -0.1421, 1.0580], [-4.9480, -1.3392, 0.1711], [-5.5741, -2.3584, 0.9341], [-2.7993, -0.5817, 1.6632], [-5.5451, 0.2338, 1.4419], [-4.1315, 0.5731, 0.3679], [-4.0422, -1.7213, -0.3109], [-5.5783, -0.9226, -0.6251], [-6.2950, -2.7311, 0.4203], [3.2313, 2.8737, -1.6986], [3.5854, 2.3128, -0.4473], [2.6723, 1.1740, -0.0062], [2.7735, 0.0035, -0.8193], [3.0569, 2.1473, -2.3088], [4.6013, 1.9005, -0.4285], [3.4924, 3.1101, 0.2907], [1.6271, 1.5168, -0.0210], [2.8519, 0.8773, 1.0275], [2.4770, 0.2405, -1.7057], [0.7895, 3.3145, -3.5574], [0.7574, 3.4745, -2.6086], [1.6736, 3.5918, -3.8232], [1.7035, -0.4734, -4.4628], [2.3653, -0.8929, -5.0268], [0.9574, -0.2912, -5.0499], [0.0272, -3.1970, -3.9588], [0.7687, -3.8000, -3.8407], [0.4324, -2.3647, -4.2375]],
  "nbo_charge": [-0.769, -0.099, -0.085, -0.748, 0.493, 0.190, 0.183, 0.174, 0.159, 0.489, -0.728, -0.097, -0.088, -0.720, 0.481, 0.180, 0.162, 0.178, 0.172, 0.468, -0.725, -0.091, -0.102, -0.727, 0.470, 0.200, 0.163, 0.176, 0.192, 0.461, -0.747, -0.077, -0.085, -0.721, 0.497, 0.174, 0.161, 0.154, 0.158, 0.467, -0.717, -0.096, -0.098, -0.721, 0.462, 0.165, 0.196, 0.161, 0.179, 0.470, -0.935, 0.471, 0.466, -0.951, 0.475, 0.483, -0.945, 0.467, 0.474],
  "homo_lumo_gap_ev": 9.253,
  "smiles": "OCCO.OCCO.OCCO.OCCO.OCCO.O.O.O",
  "charge": 0
}

---

Which one sits at the bottom of the stability order? <a> does.

---

<a>
{
  "formula": "C19H20N2O4S2",
  "method": "the ωB97M-V functional and the def2-TZVPD basis",
  "symbols": ["C", "C", "S", "O", "O", "C", "C", "C", "C", "O", "C", "S", "C", "C", "O", "N", "C", "C", "C", "C", "C", "C", "C", "C", "N", "C", "C", "H", "H", "H", "H", "H", "H", "H", "H", "H", "H", "H", "H", "H", "H", "H", "H", "H", "H", "H", "H"],
  "xyz": [[4.3222, 1.2598, 1.9862], [4.0865, -0.0331, 1.2420], [3.7998, 0.3573, -0.5162], [4.9016, 1.1439, -0.9999], [3.4942, -0.8646, -1.2116], [2.3257, 1.3943, -0.4980], [2.4457, 2.7207, -0.8929], [1.3475, 3.5646, -0.9096], [0.1478, 3.0110, -0.5074], [-1.0877, 3.5744, -0.4202], [-1.8827, 2.5741, 0.0259], [-3.5450, 2.9393, 0.2671], [-4.1249, 1.3935, 1.0462], [-4.4734, 0.3018, 0.0284], [-5.6202, 0.0439, -0.2661], [-3.4009, -0.3303, -0.4617], [-3.5179, -1.4093, -1.4218], [-2.1396, -1.8462, -1.8988], [-1.1889, -2.2841, -0.8111], [0.1714, -2.3286, -1.1000], [1.0926, -2.7363, -0.1516], [0.6632, -3.1030, 1.1136], [-0.6875, -3.0657, 1.4123], [-1.6071, -2.6617, 0.4584], [-1.2885, 1.4374, 0.2328], [0.0278, 1.6642, -0.0990], [1.1346, 0.8287, -0.0932], [3.4222, 1.8716, 1.9836], [5.1182, 1.8135, 1.4937], [4.6113, 1.0711, 3.0178], [4.9570, -0.6837, 1.2609], [3.2117, -0.5762, 1.5874], [3.4208, 3.0673, -1.1957], [1.4173, 4.5937, -1.2197], [-3.3492, 1.0659, 1.7358], [-5.0304, 1.6746, 1.5823], [-2.4704, -0.0330, -0.1828], [-4.1179, -1.0652, -2.2718], [-4.0617, -2.2441, -0.9660], [-2.2680, -2.6726, -2.6040], [-1.6761, -1.0232, -2.4500], [0.5225, -2.0332, -2.0779], [2.1416, -2.7423, -0.4064], [1.3761, -3.4201, 1.8612], [-1.0320, -3.3543, 2.3950], [-2.6538, -2.6461, 0.7191], [1.0646, -0.2096, 0.1836]],
  "nbo_charge": [-0.631, -0.635, 2.174, -0.948, -0.950, -0.329, -0.183, -0.243, 0.245, -0.411, 0.356, 0.338, -0.608, 0.659, -0.618, -0.645, -0.214, -0.432, -0.046, -0.209, -0.218, -0.231, -0.223, -0.171, -0.555, 0.147, -0.221, 0.217, 0.235, 0.224, 0.248, 0.233, 0.253, 0.238, 0.252, 0.260, 0.441, 0.215, 0.198, 0.231, 0.215, 0.219, 0.240, 0.212, 0.212, 0.205, 0.255],
  "homo_lumo_gap_ev": 9.232,
  "smiles": "CCS(=O)(=O)c1ccc2oc(SCC(=O)NCCc3ccccc3)nc2c1",
  "charge": 0
}

---

<b>
{
  "formula": "C19H20N2O4S2",
  "method": "the ωB97M-V functional and the def2-TZVPD basis",
  "symbols": ["C", "C", "H", "H", "O", "C", "O", "C", "C", "N", "C", "N", "S", "O", "O", "C", "C", "C", "C", "C", "C", "H", "H", "H", "H", "H", "S", "C", "C", "C", "H", "H", "C", "C", "C", "H", "H", "C", "H", "H", "H", "H", "H", "H", "H", "H", "H"],
  "xyz": [[-0.2944, -4.4481, 1.0485], [-0.0085, -3.8048, -0.4017], [-0.8288, -3.9771, -1.0893], [0.8440, -4.1180, -0.8794], [-0.0827, -2.5490, -0.4454], [-1.3638, -1.8039, -0.2305], [-2.4367, -2.4499, -0.2224], [-1.1884, -0.2497, -0.2686], [-0.0124, 0.4343, -0.1845], [1.3365, -0.1886, -0.1325], [2.3737, 0.7727, -0.0529], [2.3224, 1.9554, -0.0887], [4.0108, 2.2675, -0.0535], [4.2810, 3.3034, -1.0802], [4.2398, 3.0355, 1.2022], [4.6967, 0.7891, 0.0805], [6.1247, 0.2864, -0.0111], [6.3415, -0.9627, -0.0686], [5.4633, -1.7409, -0.2778], [3.9971, -1.4147, -0.0771], [3.6913, -0.1114, -0.2001], [3.1270, -2.1107, -0.0891], [5.6003, -2.7826, -0.2237], [7.3437, -1.1863, 0.0071], [6.8669, 1.3613, -0.2542], [1.4106, -1.1314, -0.1999], [-0.1382, 1.9229, 0.0332], [-1.8501, 2.0941, -0.0076], [-2.3638, 0.5972, 0.0411], [-3.6786, 0.1385, 0.0045], [-3.7355, -0.7126, 0.3114], [-4.1036, 0.0632, -1.2218], [-4.6056, 1.1373, 0.7517], [-5.1274, 2.1968, -0.0718], [-4.0114, 2.9800, -0.7839], [-4.2856, 4.2428, -1.0364], [-3.7013, 2.5172, -1.8764], [-2.7126, 3.1982, 0.3252], [-2.9983, 3.4781, 1.1042], [-2.2106, 4.1229, -0.2276], [-5.7811, 1.9457, -0.6174], [-5.7205, 3.0888, 0.8881], [-4.2182, 1.3637, 1.6710], [-5.5678, 0.3895, 1.0630], [-1.4097, -4.0974, 1.3128], [0.6022, -4.2052, 1.6319], [-0.2383, -5.6377, 0.8976]],
  "nbo_charge": [-0.669, -0.056, 0.170, 0.175, -0.564, 0.799, -0.587, -0.240, -0.154, -0.575, 0.439, -0.611, 2.195, -0.874, -0.925, -0.417, -0.031, -0.329, -0.102, -0.183, -0.068, 0.218, 0.218, 0.239, 0.263, 0.430, 0.714, -0.278, 0.062, -0.394, 0.211, 0.188, -0.395, -0.294, -0.398, 0.217, 0.231, -0.384, 0.171, 0.214, 0.157, 0.138, 0.209, 0.197, 0.250, 0.210, 0.214],
  "homo_lumo_gap_ev": 7.159,
  "charge": 0
}

---

Which one sits at the bottom of the stability order? <b> does.

---

<a>
{
  "formula": "C5H21N2O5",
  "method": "the ωB97M-V functional and the def2-TZVPD basis",
  "symbols": ["C", "O", "C", "C", "C", "N", "C", "N", "H", "H", "H", "H", "H", "H", "H", "H", "H", "H", "H", "H", "H", "H", "H", "O", "H", "H", "O", "H", "H", "O", "H", "H", "O"],
  "xyz": [[0.2415, 2.9565, 1.7439], [0.0840, 1.9906, 2.7518], [0.1257, 2.2986, 0.2939], [1.4276, 1.2757, 0.2116], [1.3454, 0.3918, -1.0229], [0.8148, -2.3170, -2.3779], [0.1853, -1.9874, -1.2113], [0.4348, -0.8236, -0.5983], [1.1646, 3.6554, 1.7991], [-0.6103, 3.7069, 1.8345], [-0.4958, 2.4118, 3.3831], [0.1275, 3.0313, -0.5309], [-0.7847, 1.6060, 0.0586], [2.2353, 2.0568, 0.2503], [1.6166, 0.9055, 1.2724], [0.9009, 0.8771, -1.8862], [2.2489, -0.2729, -1.2382], [1.4037, -1.5763, -2.8072], [0.6478, -3.1463, -2.8643], [-0.5612, -2.5662, -0.7414], [0.0660, -0.7031, 0.4830], [-1.5720, 0.8272, -1.3051], [-1.5221, 1.9578, -2.3589], [-1.9001, 1.0510, -2.1269], [-0.7720, -1.0622, 2.8630], [0.8174, -0.8059, 2.8225], [0.2068, -1.3860, 2.5879], [-3.8617, -0.8006, -1.6097], [-3.5675, -2.2744, -1.1639], [-3.6325, -1.3314, -0.8306], [1.4521, -3.9026, 0.4427], [0.8659, -2.9018, 1.3852], [0.8670, -3.1424, 0.4904]],
  "nbo_charge": [-0.082, -0.736, -0.401, -0.479, -0.226, -0.761, 0.436, -0.591, 0.184, 0.184, 0.491, 0.218, 0.177, 0.250, 0.245, 0.231, 0.219, 0.419, 0.426, 0.254, 0.465, 0.459, 0.477, -0.931, 0.516, 0.477, -0.967, 0.487, 0.471, -0.956, 0.492, 0.509, -0.958],
  "homo_lumo_gap_ev": 11.221,
  "charge": 1
}

---

<b>
{
  "formula": "C5H21N2O5",
  "method": "the ωB97M-V functional and the def2-TZVPD basis",
  "symbols": ["N", "C", "C", "C", "C", "C", "N", "O", "H", "H", "H", "H", "H", "H", "H", "H", "H", "H", "H", "H", "H", "H", "H", "O", "H", "H", "O", "H", "H", "O", "H", "H", "O"],
  "xyz": [[-1.3089, 0.1368, 1.5501], [-1.3129, 0.2918, 0.0513], [0.1165, -0.0907, -0.4677], [-0.0498, -1.4655, -1.2045], [1.1042, -2.4098, -1.0570], [-1.4726, 1.8682, -0.2924], [-1.0981, 2.1128, -1.5667], [-1.5649, 2.7065, 0.5637], [-1.4475, -0.8994, 1.6825], [-0.4568, 0.4343, 2.1117], [-2.1342, 0.6817, 1.7917], [-2.1408, -0.3475, -0.3172], [0.8406, -0.2872, 0.4345], [0.7156, 0.5467, -1.1255], [-1.0210, -1.8928, -0.8407], [-0.3615, -1.2143, -2.2739], [1.5587, -2.3741, -0.0348], [1.9340, -2.1903, -1.7518], [0.8952, -3.5008, -1.2285], [-0.7542, 2.9971, -1.9283], [-1.0432, 1.4597, -2.3125], [0.3602, 2.3224, 3.4850], [0.9261, 1.5347, 2.3037], [0.3895, 1.4164, 3.1662], [1.5844, 1.1138, -3.8865], [0.5090, 0.0909, -3.7829], [1.0255, 0.6635, -3.2205], [-1.2936, -3.5144, 1.4350], [-0.7248, -3.1140, 2.6810], [-0.7575, -2.7928, 1.7754], [2.6851, 1.4295, 1.8996], [2.2965, 2.5962, 1.1049], [2.0011, 1.6906, 1.2551]],
  "nbo_charge": [-0.722, -0.137, -0.449, -0.383, -0.632, 0.674, -0.817, -0.595, 0.462, 0.479, 0.442, 0.233, 0.213, 0.282, 0.180, 0.190, 0.215, 0.223, 0.228, 0.418, 0.406, 0.495, 0.480, -0.999, 0.490, 0.475, -0.954, 0.486, 0.487, -0.951, 0.497, 0.500, -0.916],
  "homo_lumo_gap_ev": 10.794,
  "charge": 1
}

---

Which one sits at the bottom of the stability order? <a> does.